{"formula": "C9H15NOS", "method": "ωB97M-V/def2-TZVPD", "species": ["C", "C", "C", "C", "C", "C", "C", "C", "C", "N", "O", "S", "H", "H", "H", "H", "H", "H", "H", "H", "H", "H", "H", "H", "H", "H", "H"], "positions_angstrom": [[2.41325, -1.47323, 2.57108], [1.91364, -0.52908, 1.76644], [-1.08201, 0.21312, -0.16233], [2.60094, 1.55812, 0.08345], [1.67370, -2.78931, 2.53585], [-2.01174, 1.23874, 0.48243], [-1.10289, 1.53259, -2.23451], [-0.05132, -0.73814, -2.25446], [-0.74730, 0.32234, -1.48952], [2.03194, 1.75090, -0.94192], [-0.70531, -0.83296, 0.49663], [2.84335, 1.04185, 1.62203], [3.29506, -1.37532, 3.09494], [0.95118, -0.66820, 1.21830], [2.05410, -3.52262, 1.84126], [1.66830, -3.14711, 3.56843], [0.71001, -2.65620, 2.13855], [-2.85932, 1.04905, -0.09645], [-1.51296, 2.29081, 0.31075], [-1.99781, 0.96784, 1.54769], [-0.65109, 2.42337, -1.72085], [-2.14817, 1.81935, -2.25325], [-0.78963, 1.45122, -3.26432], [0.31899, -1.50550, -1.52839], [0.89933, -0.31878, -2.79423], [-0.80051, -1.18252, -2.94357], [2.49548, 2.12236, -1.77053]], "forces_ev_per_angstrom": [[-2.608, -0.285, -2.856], [0.282, 0.329, 0.608], [0.421, -2.500, 2.835], [2.684, 0.452, 2.938], [1.070, 0.256, 1.235], [4.079, 0.849, 0.325], [0.169, 1.581, 0.195], [1.732, -0.394, 0.400], [0.465, 0.371, -1.716], [-2.378, -0.399, -3.264], [-1.095, 1.949, -1.039], [-0.686, -0.779, -0.053], [1.831, 0.234, 1.097], [1.109, 0.363, 0.418], [0.961, -0.329, 0.117], [-0.358, -0.592, -0.283], [-1.579, 0.449, 0.027], [-2.087, 0.526, -0.218], [-1.452, -1.843, 0.389], [-0.686, 0.363, -0.443], [0.031, -0.644, -0.706], [-0.537, -0.375, 0.120], [0.283, 0.251, -0.236], [-0.436, 0.436, -0.813], [-1.983, -0.699, 0.648], [0.740, 0.124, 0.029], [0.026, 0.305, 0.245]], "lowdin_charge": [-0.22, -0.37, -0.42, -0.64, -0.09, 0.00, -0.07, -0.05, -0.30, 0.07, -0.04, 0.92, 0.06, 0.05, 0.07, 0.08, 0.05, 0.06, 0.12, 0.09, 0.10, 0.08, 0.08, 0.09, 0.12, 0.10, 0.07], "largest_force_ev_per_a": 4.2, "molar_mass_g_mol": 185.3, "total_energy_ha": -879.92210, "e_homo_ev": [-8.47, -6.39], "orbital_gap_ev": [9.03, 5.45]}


{"formula": "C9H15NOS", "method": "ωB97M-V/def2-TZVPD", "species": ["C", "C", "C", "C", "C", "C", "C", "C", "C", "N", "O", "S", "H", "H", "H", "H", "H", "H", "H", "H", "H", "H", "H", "H", "H", "H", "H"], "positions_angstrom": [[2.79760, 0.95095, 0.99746], [4.08107, 1.02902, 0.54139], [2.13390, -0.07359, 0.30160], [0.37551, -2.15202, 0.23749], [-0.38174, -0.15039, -1.85468], [-0.28997, 1.66568, -0.14379], [-2.06603, -0.08217, -0.00074], [0.28214, -0.67576, 0.53288], [-0.60053, 0.18281, -0.37799], [2.80768, -0.72574, -0.58908], [0.00495, -0.38953, 1.86028], [4.34754, -0.15357, -0.67763], [2.35703, 1.57177, 1.75419], [4.87360, 1.68930, 0.83030], [-0.59610, -2.62442, 0.38900], [1.09704, -2.62186, 0.90690], [0.71000, -2.31559, -0.77943], [-0.85636, 0.60937, -2.47054], [-0.81679, -1.11422, -2.11123], [0.67912, -0.17556, -2.08963], [-1.04026, 2.28708, -0.62540], [0.68334, 1.91628, -0.55845], [-0.28247, 1.88696, 0.91890], [-2.72350, 0.53974, -0.60501], [-2.32772, -1.12587, -0.16792], [-2.22940, 0.15449, 1.04795], [0.41965, -1.05196, 2.42160]], "forces_ev_per_angstrom": [[0.486, 0.182, 0.004], [0.239, -0.304, -0.345], [-4.007, -1.609, -0.086], [-0.176, 0.181, 0.128], [0.073, -0.073, 0.268], [0.037, -0.263, -0.002], [0.179, 0.015, 0.053], [3.889, 1.205, -0.376], [-0.185, 0.117, 0.105], [0.116, -0.512, -0.495], [-0.344, 0.025, 0.260], [-0.149, 0.568, 0.581], [-0.056, 0.114, 0.141], [0.128, 0.248, 0.194], [-0.074, -0.035, -0.051], [0.012, -0.009, -0.001], [0.065, -0.069, -0.088], [-0.078, 0.074, -0.078], [-0.021, -0.092, -0.060], [0.124, 0.021, -0.086], [-0.110, 0.074, -0.072], [0.078, 0.082, -0.041], [-0.025, 0.109, 0.142], [-0.053, 0.018, -0.092], [-0.088, -0.071, -0.010], [-0.099, 0.007, 0.037], [0.038, -0.004, -0.031]], "lowdin_charge": [-0.16, -0.39, -0.29, -0.03, -0.04, -0.04, -0.04, -0.38, -0.55, -0.30, 0.00, 0.96, 0.10, 0.06, 0.09, 0.09, 0.08, 0.09, 0.08, 0.08, 0.08, 0.08, 0.08, 0.09, 0.08, 0.08, 0.11], "largest_force_ev_per_a": 4.3, "molar_mass_g_mol": 185.3, "total_energy_ha": -880.07852, "e_homo_ev": -9.00, "orbital_gap_ev": 9.74}


{"formula": "C9H15NS2", "method": "ωB97M-V/def2-TZVPD", "species": ["C", "C", "C", "C", "C", "C", "C", "C", "C", "N", "S", "S", "H", "H", "H", "H", "H", "H", "H", "H", "H", "H", "H", "H", "H", "H", "H"], "positions_angstrom": [[0.05933, 1.88316, -0.27870], [-1.28483, 2.17249, -0.05230], [-1.85894, -0.16000, 1.51304], [-0.52731, -0.94077, -2.30326], [-0.76217, -1.13360, -1.03574], [-0.39530, -0.59555, 1.42241], [0.22627, -0.53905, -0.00671], [1.43060, -1.55803, -0.11396], [3.84837, 1.40237, 0.52775], [0.69423, 0.76964, -0.23514], [2.48450, 1.16561, 1.35609], [-2.46038, 1.26396, 0.66943], [0.62694, 2.82720, -0.38380], [-1.53673, 3.20324, -0.28804], [-2.58738, -0.85225, 1.71191], [-1.17005, -1.50427, -2.95345], [0.47760, -0.65451, -2.51464], [-1.62039, -1.70404, -0.54609], [0.20903, 0.09087, 1.99912], [-0.31671, -1.60089, 1.75611], [2.25284, -1.14175, -0.74560], [1.00078, -2.53789, -0.50502], [1.81650, -1.68847, 0.93761], [-4.78729, -0.57975, -0.46447], [4.23462, 0.50081, 0.10213], [4.42830, 2.32786, 0.15553], [-4.48244, -0.41639, 0.27579]], "forces_ev_per_angstrom": [[0.453, -0.311, 0.422], [-0.744, 0.300, 0.139], [2.483, 3.709, -2.826], [-0.523, -1.682, -0.211], [-0.978, 0.907, 2.737], [-1.675, 1.169, -0.037], [-0.331, -1.338, -0.806], [-0.217, -0.281, 1.258], [0.321, 0.656, -0.402], [0.764, 0.675, -1.054], [1.287, 1.116, 0.044], [0.739, -2.311, 1.720], [0.260, -0.731, -0.350], [-0.607, -0.252, 0.221], [-1.922, -1.368, 0.497], [0.080, 0.290, -0.903], [0.201, 0.835, -0.923], [0.953, 0.832, -1.110], [0.199, -0.230, 0.487], [0.081, -0.828, 0.709], [-0.830, -0.489, 0.355], [0.998, 1.169, 0.531], [-0.005, -0.144, -1.198], [0.753, 0.380, 1.994], [0.702, -0.473, -0.241], [-1.477, -1.074, 1.016], [-0.968, -0.527, -2.069]], "lowdin_charge": [-0.29, -0.45, -0.33, 0.01, -0.15, -0.19, -0.58, -0.06, -0.55, -0.08, 0.77, 0.99, 0.11, 0.06, 0.00, 0.06, 0.07, 0.13, 0.07, 0.10, 0.08, 0.10, 0.07, 0.06, -0.04, 0.04, 0.00], "largest_force_ev_per_a": 5.3, "molar_mass_g_mol": 201.4, "total_energy_ha": -1202.80588, "e_homo_ev": [-7.81, -7.84], "orbital_gap_ev": [7.02, 6.97]}


{"formula": "C9H15OS", "method": "ωB97M-V/def2-TZVPD", "species": ["C", "C", "C", "C", "C", "C", "C", "C", "C", "O", "S", "H", "H", "H", "H", "H", "H", "H", "H", "H", "H", "H", "H", "H", "H", "H"], "positions_angstrom": [[1.57530, -0.36617, -2.06326], [1.40965, -1.81598, -2.47940], [-2.15687, -1.28937, 0.97615], [1.62521, 2.04421, 0.77500], [-1.33394, -0.32145, 0.69771], [0.84750, 1.02972, 1.25558], [-3.58857, -1.11823, 1.28428], [1.85868, 3.31605, 1.47420], [0.29088, -2.45729, -2.22138], [0.50083, 0.21907, -1.18988], [0.38360, -0.36898, 0.24594], [2.45187, -0.02922, -1.58888], [1.35946, 0.40015, -2.86550], [2.29056, -2.23852, -2.92936], [-1.82857, -2.32956, 0.92263], [2.10508, 1.98326, -0.18459], [-1.83784, 0.64675, 0.61767], [0.20407, 1.04562, 2.17192], [-3.89534, -0.08518, 1.29412], [-3.71248, -1.61622, 2.31954], [-4.21048, -1.77211, 0.64176], [2.71892, 2.95407, 2.15706], [1.01583, 3.66109, 2.05961], [2.16812, 4.00137, 0.76402], [-0.48401, -2.00156, -1.69083], [0.24253, -3.49151, -2.44411]], "forces_ev_per_angstrom": [[-2.106, 1.641, -1.608], [0.126, 1.790, 0.927], [-0.188, -2.629, -0.417], [-2.155, -1.921, 0.616], [0.265, 2.401, -1.166], [-0.039, 1.216, -0.471], [-0.204, -1.692, 1.660], [1.045, -2.404, 2.285], [1.414, -0.586, -0.362], [-0.417, -0.345, -0.803], [-0.251, -0.423, 2.300], [1.554, -0.369, 0.423], [0.784, -1.295, 0.098], [0.048, -0.254, -0.227], [0.137, 0.114, 0.252], [0.058, -0.449, -0.349], [0.854, 0.263, 0.073], [1.006, 0.189, -0.754], [-0.305, 0.177, 0.015], [-0.069, 1.040, -1.314], [0.309, 0.593, 0.078], [-1.001, 1.470, -0.677], [0.022, 0.021, 0.164], [0.803, 1.694, -0.936], [-1.305, 0.546, 0.467], [-0.385, -0.788, -0.274]], "lowdin_charge": [-0.15, -0.12, -0.20, -0.17, -0.29, -0.24, -0.06, -0.06, 0.04, -0.42, 1.13, 0.10, 0.16, 0.11, 0.13, 0.10, 0.12, 0.11, 0.08, 0.13, 0.10, 0.14, 0.09, 0.06, 0.03, 0.07], "largest_force_ev_per_a": 3.5, "molar_mass_g_mol": 171.3, "total_energy_ha": -824.96424, "e_homo_ev": -13.44, "orbital_gap_ev": 10.12, "total_charge": 1}


Please write out number 3 again, unchanged.
{"formula": "C9H15NS2", "method": "ωB97M-V/def2-TZVPD", "species": ["C", "C", "C", "C", "C", "C", "C", "C", "C", "N", "S", "S", "H", "H", "H", "H", "H", "H", "H", "H", "H", "H", "H", "H", "H", "H", "H"], "positions_angstrom": [[0.05933, 1.88316, -0.27870], [-1.28483, 2.17249, -0.05230], [-1.85894, -0.16000, 1.51304], [-0.52731, -0.94077, -2.30326], [-0.76217, -1.13360, -1.03574], [-0.39530, -0.59555, 1.42241], [0.22627, -0.53905, -0.00671], [1.43060, -1.55803, -0.11396], [3.84837, 1.40237, 0.52775], [0.69423, 0.76964, -0.23514], [2.48450, 1.16561, 1.35609], [-2.46038, 1.26396, 0.66943], [0.62694, 2.82720, -0.38380], [-1.53673, 3.20324, -0.28804], [-2.58738, -0.85225, 1.71191], [-1.17005, -1.50427, -2.95345], [0.47760, -0.65451, -2.51464], [-1.62039, -1.70404, -0.54609], [0.20903, 0.09087, 1.99912], [-0.31671, -1.60089, 1.75611], [2.25284, -1.14175, -0.74560], [1.00078, -2.53789, -0.50502], [1.81650, -1.68847, 0.93761], [-4.78729, -0.57975, -0.46447], [4.23462, 0.50081, 0.10213], [4.42830, 2.32786, 0.15553], [-4.48244, -0.41639, 0.27579]], "forces_ev_per_angstrom": [[0.453, -0.311, 0.422], [-0.744, 0.300, 0.139], [2.483, 3.709, -2.826], [-0.523, -1.682, -0.211], [-0.978, 0.907, 2.737], [-1.675, 1.169, -0.037], [-0.331, -1.338, -0.806], [-0.217, -0.281, 1.258], [0.321, 0.656, -0.402], [0.764, 0.675, -1.054], [1.287, 1.116, 0.044], [0.739, -2.311, 1.720], [0.260, -0.731, -0.350], [-0.607, -0.252, 0.221], [-1.922, -1.368, 0.497], [0.080, 0.290, -0.903], [0.201, 0.835, -0.923], [0.953, 0.832, -1.110], [0.199, -0.230, 0.487], [0.081, -0.828, 0.709], [-0.830, -0.489, 0.355], [0.998, 1.169, 0.531], [-0.005, -0.144, -1.198], [0.753, 0.380, 1.994], [0.702, -0.473, -0.241], [-1.477, -1.074, 1.016], [-0.968, -0.527, -2.069]], "lowdin_charge": [-0.29, -0.45, -0.33, 0.01, -0.15, -0.19, -0.58, -0.06, -0.55, -0.08, 0.77, 0.99, 0.11, 0.06, 0.00, 0.06, 0.07, 0.13, 0.07, 0.10, 0.08, 0.10, 0.07, 0.06, -0.04, 0.04, 0.00], "largest_force_ev_per_a": 5.3, "molar_mass_g_mol": 201.4, "total_energy_ha": -1202.80588, "e_homo_ev": [-7.81, -7.84], "orbital_gap_ev": [7.02, 6.97]}